1.
ORCA calculation (ωB97M-V with the def2-TZVPD basis set) on a structure of composition C49H36N7OPRuS3 at a distorted geometry.

## Properties
Charge ... +1
E_HOMO (alpha / beta) ... -0.321 / -0.324 Eh
Kohn-Sham gap (alpha / beta) ... 4.720 / 5.088 eV
Expectation value of S² ... 0.797
Spin multiplicity ... 2
Relative energy (zero: lowest compared OMol25 entry of this formula, charge and spin) ... 51.0 kcal per mole

Geometry as XYZ:
```
98
Properties=species:S:1:pos:R:3:mulliken_charge:R:1
Ru 0.2491 0.6019 0.1026 0.08
S 5.0876 -0.2851 0.9840 0.13
S 3.0375 -2.2063 3.0731 -0.09
S 0.5662 0.6084 3.9731 -0.08
P 1.0379 -2.3085 -1.0371 1.90
O 2.2265 0.4773 0.4928 0.39
N -4.8042 -2.1868 0.0929 -0.61
N 0.6537 2.5883 -0.3337 1.01
N 1.1856 5.3155 -0.4489 -0.63
N -2.4729 -1.0399 1.0836 0.03
N -7.5106 5.8697 -0.1662 -0.60
N -1.7928 1.5919 0.0077 0.43
N 0.4690 -1.5902 0.2913 1.22
C 6.4322 0.3713 1.8217 -0.64
C -3.0584 1.1208 0.1319 -0.14
C -6.5425 3.6879 -0.3095 -0.58
C -4.1775 1.9412 0.1004 -0.97
C -0.3360 3.4812 -0.2565 -0.28
C 0.5928 -5.0684 -1.5158 -0.60
C 2.1203 -1.2079 2.0949 -0.24
C 4.9640 -2.6369 -2.1426 -0.80
C -0.0362 4.8475 -0.2785 -0.41
C 4.6325 -4.0251 -0.2098 -0.99
C 0.2051 2.2021 4.4719 -0.53
C 4.6293 1.1576 3.0431 -0.52
C 1.7526 2.5159 2.7822 -0.76
C 0.9086 3.1176 3.7544 -1.04
C 2.7800 -2.7890 -1.1422 0.51
C 1.1324 0.9608 -3.4502 -0.74
C -0.3918 -0.5827 -4.4760 -0.81
C -0.1418 -1.5057 -3.4723 -1.04
C 2.4898 0.2235 1.8427 2.58
C -7.6257 4.5534 -0.3136 -0.40
C -5.2593 4.1967 -0.1335 1.03
C -2.8060 -2.2967 1.3455 0.04
C 0.8183 -3.2229 2.2274 -0.96
C 2.1487 4.4078 -0.6142 -0.57
C -2.7826 3.7828 -0.2198 -0.78
C 0.2272 0.6580 -4.4563 -0.92
C -3.3225 -0.3281 0.3549 0.48
C -1.6889 2.9334 -0.1405 0.13
C 1.8912 3.0561 -0.5424 -1.08
C -2.1685 -4.7083 -1.5793 -0.96
C 1.8544 -3.5019 3.0067 -0.82
C 0.0535 -3.7981 -1.3334 0.61
C -0.2492 -6.1546 -1.7199 -0.71
C 3.9758 0.4354 2.0924 -1.09
C -3.9801 -2.8661 0.8837 -0.54
C -6.2853 6.3630 -0.0169 -0.40
C 5.4729 -3.4946 -1.1795 -0.81
C -1.6229 -5.9745 -1.7615 -0.75
C 0.8274 -1.8219 1.6768 -0.40
C -5.1441 5.5759 0.0087 -0.62
C 3.6235 -2.2806 -2.1282 -0.61
C 6.0469 1.1172 2.8883 -0.78
C -4.0719 3.3103 -0.0908 0.66
C 3.2902 -3.6817 -0.1977 -0.20
C -4.4734 -0.9320 -0.1704 -0.67
C -1.3349 -3.6267 -1.3516 -0.79
C 1.3795 0.0495 -2.4323 -0.26
C 1.6608 1.1555 2.7524 -0.17
C 0.7130 -1.1836 -2.4192 0.43
H 2.6301 -4.1178 0.5392 0.76
H 2.6843 2.3264 -0.6071 0.56
H -2.6067 4.8300 -0.4069 0.39
H -0.6043 -2.4798 -3.5259 0.49
H 0.8345 4.1857 3.9072 0.47
H -2.2736 -6.8220 -1.9366 0.42
H -6.7190 2.6322 -0.4663 0.36
H -2.1100 -2.8836 1.9331 0.24
H -4.2547 -3.8851 1.1294 0.45
H -0.8156 5.5857 -0.1361 0.56
H 0.0270 1.3762 -5.2410 0.44
H 0.0282 -1.2774 2.2162 0.72
H -6.2143 7.4395 0.0909 0.38
H 1.6633 1.9044 -3.4646 0.49
H 4.1295 1.6961 3.8361 0.62
H 2.0554 -4.4165 3.5476 0.53
H 2.4232 3.0687 2.1394 0.74
H 6.7372 1.6299 3.5442 0.45
H 5.0219 -4.7075 0.5354 0.45
H -0.0007 -3.9106 2.0569 0.34
H 7.4339 0.1637 1.4761 0.47
H -4.1851 6.0542 0.1567 0.38
H -1.7491 -2.6395 -1.1808 0.66
H 1.6652 -5.2127 -1.5154 0.43
H -1.0687 -0.8397 -5.2804 0.47
H -3.2414 -4.5652 -1.6151 0.53
H 2.1585 0.2420 -1.7061 0.36
H 6.5221 -3.7620 -1.1912 0.43
H 0.1721 -7.1427 -1.8530 0.45
H -8.6330 4.1741 -0.4437 0.38
H -0.5078 2.3650 5.2659 0.50
H 3.1525 4.7801 -0.7784 0.45
H 5.6152 -2.2370 -2.9098 0.45
H -5.1405 1.4983 0.2945 0.87
H 3.2363 -1.6225 -2.8937 0.46
H -5.1224 -0.4013 -0.8570 0.59
```

---

2.
ORCA calculation (ωB97M-V with the def2-TZVPD basis set) on a structure of composition C49H37ClF9O8S3Ti at a distorted geometry.

## Properties
Charge ... -2
E_HOMO (alpha / beta) ... -0.020 / -0.024 Eh
Kohn-Sham gap (alpha / beta) ... 4.169 / 4.282 eV
Expectation value of S² ... 0.758
Spin multiplicity ... 2
Relative energy (zero: lowest compared OMol25 entry of this formula, charge and spin) ... 142.8 kcal per mole

Geometry as XYZ:
```
108
Properties=species:S:1:pos:R:3:mulliken_charge:R:1
Ti -17.9518 -13.5913 10.5272 0.10
Cl -15.6768 -11.1637 2.5834 -0.26
S -19.0359 -9.8888 10.4871 -0.16
S -16.7114 -11.8407 11.5604 0.40
S -19.5825 -11.7898 12.6053 1.14
F -14.9365 -15.8287 9.9257 -0.23
F -18.2001 -17.4685 11.9874 -0.20
F -16.5469 -17.9039 13.4274 -0.31
F -16.8009 -16.9650 9.8233 -0.20
F -17.8443 -16.2968 13.7941 -0.21
F -15.0843 -17.7986 10.7819 -0.30
F -14.5898 -14.4561 12.4758 -0.18
F -15.4990 -15.3640 14.1343 -0.27
F -14.1703 -16.5743 12.8430 -0.30
O -19.3967 -14.6472 9.5353 -0.79
O -21.5363 -14.4880 7.9259 -0.68
O -16.5301 -13.6542 8.9630 -0.81
O -18.2185 -12.2705 8.9252 0.28
O -20.4579 -15.7600 11.1337 -0.79
O -17.0888 -14.9158 11.6649 -0.43
O -19.5009 -12.9543 11.6632 1.36
O -16.4418 -10.5392 10.8806 -0.66
C -20.4049 -15.2677 9.9763 0.63
C -16.2286 -11.7373 4.2128 0.37
C -18.7767 -7.5913 16.8508 -1.03
C -17.2070 -16.9270 12.7706 0.48
C -14.3363 -10.7986 15.3096 -0.58
C -17.6625 -11.5920 6.1456 0.04
C -15.1158 -15.5740 12.8454 0.72
C -20.8029 -10.2339 10.3270 0.23
C -15.8972 -8.7978 14.3167 -0.98
C -22.8161 -14.7844 9.8051 -1.09
C -24.9850 -11.2936 10.0901 -1.62
C -23.5801 -10.8539 10.1438 1.19
C -21.3108 -13.6184 16.2095 1.19
C -17.6667 -10.2558 13.6808 1.00
C -16.7731 -12.3800 6.9157 -0.21
C -19.1035 -6.3105 16.4920 -0.28
C -19.0772 -8.8984 11.9982 -0.76
C -18.8976 -8.2066 14.4188 0.65
C -15.6108 -11.1307 14.7897 0.94
C -18.7026 -8.5394 15.8425 0.24
C -22.7270 -10.9987 9.0391 -0.78
C -21.6174 -15.3296 9.0689 1.75
C -18.5981 -9.1759 13.3794 -0.12
C -15.6448 -12.9531 6.2432 -0.40
C -20.5484 -12.4568 16.3384 -0.64
C -19.7371 -7.6282 11.7686 0.19
C -17.4258 -11.2530 4.7978 -1.11
C -20.3210 -12.4616 13.9516 -0.51
C -14.6088 -8.5028 14.9355 -1.02
C -23.0697 -10.3117 11.2984 -0.87
C -17.3427 -12.6752 14.2286 0.21
C -19.4011 -6.8937 14.1435 1.06
C -21.3816 -10.7771 9.2068 0.37
C -17.9782 -11.5601 13.3415 -0.53
C -16.2328 -12.3922 14.7428 -0.75
C -16.3930 -10.0841 14.2081 1.08
C -21.1592 -13.6410 13.8143 -0.39
C -17.1775 -12.7572 8.3628 0.69
C -21.6843 -9.9924 11.4410 0.27
C -16.2985 -15.9071 11.9203 0.52
C -15.3425 -12.5703 4.9344 -0.66
C -13.8139 -9.5874 15.2920 -0.45
C -19.4918 -5.9439 15.2118 -1.04
C -15.7739 -16.6552 10.5641 0.27
C -19.7901 -6.6625 12.7286 -1.37
C -21.7822 -14.4047 17.5322 -1.33
C -21.6729 -14.1973 14.9956 -0.85
C -20.1041 -11.8641 15.2289 -0.33
C -21.8097 -16.7817 8.6843 -1.76
H -23.6965 -14.9056 9.0962 0.47
H -19.0975 -5.4830 17.2921 0.21
H -22.2597 -17.3892 9.5920 0.24
H -19.8025 -5.0045 15.0449 0.64
H -21.0342 -14.7911 18.2193 0.30
H -22.4217 -13.6586 17.9770 0.35
H -23.0763 -11.2004 8.0037 0.21
H -18.5293 -7.9254 17.8669 0.37
H -13.8059 -11.8995 15.4463 0.04
H -22.5793 -13.6056 9.9734 -0.01
H -18.5344 -11.3496 6.7319 0.53
H -20.8769 -17.2833 8.2819 0.31
H -25.2286 -11.6384 11.1376 0.35
H -15.0232 -13.6448 6.7998 0.47
H -15.6913 -13.3347 15.4849 -0.34
H -22.5288 -14.9963 14.9232 0.09
H -22.5186 -15.2864 17.3137 0.26
H -20.1357 -7.4266 10.7208 0.36
H -20.2056 -11.9616 17.2330 0.46
H -12.6991 -9.4802 15.6790 0.18
H -18.2802 -9.4985 16.0496 0.41
H -22.9935 -15.2183 10.9194 0.06
H -16.6766 -8.1261 14.1077 0.71
H -23.6600 -10.1290 12.2375 0.23
H -25.1726 -12.1844 9.4295 0.31
H -20.6008 -14.2852 7.8208 0.27
H -14.4559 -12.9173 4.4306 0.41
H -20.0480 -5.5462 12.3509 -0.02
H -21.1563 -14.1073 12.6127 -0.31
H -22.6367 -16.8678 7.9211 0.38
H -20.6633 -11.1125 8.3792 -0.18
H -25.7219 -10.4792 9.8958 0.35
H -17.9305 -13.7755 14.1644 -0.23
H -14.0850 -7.4619 14.8762 0.18
H -19.4374 -10.8935 15.2891 0.16
H -18.1095 -10.6705 4.3232 0.56
H -21.1738 -9.5170 12.3337 0.10
```